Formula: C3H2Br2N2
Source: the OMol25 dataset
Level of theory: ωB97M-V/def2-TZVPD

Structure (XYZ):
```
9
Properties=species:S:1:pos:R:3:mulliken_charge:R:1
C -1.12 -0.23 -0.22 0.020
C -0.03 -0.26 1.85 0.005
C 1.08 0.53 -0.38 -0.283
N -0.87 -0.56 0.99 -0.179
N -0.07 0.31 -0.97 -0.007
Br 1.07 -1.35 2.80 0.003
Br 2.34 1.37 -1.49 -0.190
H -2.10 -0.32 -0.64 0.387
H -0.29 0.51 -1.94 0.244
```

Values from the calculation:
* orbital gap (spin up / spin down): 7.652 / 7.651 eV
* total charge: 0
* LUMO (spin up / spin down): -0.0093 / -0.0093 Ha
* multiplicity: 1
* energy above the lowest of the compared OMol25 structures with the same formula, charge and spin: 101.9 kcal/mol

=====

Formula: C19H21NO3S
Source: the OMol25 dataset
Level of theory: ωB97M-V/def2-TZVPD

Structure (XYZ):
```
45
Properties=species:S:1:pos:R:3:mulliken_charge:R:1
C -3.09 -1.13 0.43 -1.470
C -2.44 -1.19 1.82 -0.163
N -1.01 -1.38 1.69 0.228
C -0.36 -2.46 2.15 0.751
O -0.89 -3.39 2.74 -0.665
C 1.15 -2.43 1.87 -0.722
O 1.46 -2.55 0.49 -0.335
C 1.46 -1.47 -0.27 0.659
O 1.12 -0.37 0.11 -0.743
C 1.98 -1.76 -1.65 -0.564
S 3.76 -1.35 -1.62 -0.115
C 3.67 0.48 -1.59 -1.039
C 3.03 1.00 -2.84 0.443
C 3.73 1.00 -4.04 -0.374
C 3.12 1.45 -5.20 -0.545
C 1.81 1.90 -5.17 -0.408
C 1.11 1.89 -3.97 -0.651
C 1.71 1.44 -2.81 -0.185
C -2.73 0.06 2.61 0.494
C -3.58 0.02 3.71 -0.447
C -3.86 1.17 4.43 -0.591
C -3.30 2.38 4.05 -0.407
C -2.46 2.43 2.96 -0.768
C -2.18 1.28 2.24 -0.245
H -4.16 -0.99 0.54 0.404
H -2.90 -2.05 -0.11 0.407
H -2.69 -0.29 -0.14 0.303
H -2.81 -2.07 2.36 0.500
H -0.48 -0.65 1.22 0.188
H 1.57 -1.50 2.27 0.337
H 1.62 -3.29 2.36 0.307
H 1.50 -1.14 -2.41 0.314
H 1.91 -2.82 -1.88 0.420
H 4.71 0.79 -1.51 0.517
H 3.12 0.77 -0.70 0.314
H 4.74 0.65 -4.06 0.376
H 3.67 1.46 -6.13 0.373
H 1.33 2.25 -6.07 0.375
H 0.08 2.24 -3.94 0.386
H 1.17 1.44 -1.88 0.469
H -4.01 -0.93 4.01 0.366
H -4.52 1.12 5.28 0.379
H -3.52 3.27 4.61 0.379
H -2.02 3.37 2.66 0.379
H -1.52 1.34 1.38 0.371
```

Values from the calculation:
* orbital gap: 9.562 eV
* SMILES string: C[C@@H](NC(=O)COC(=O)CSCc1ccccc1)c1ccccc1
* total charge: 0
* LUMO: 0.0229 Ha
* multiplicity: 1
* energy above the lowest of the compared OMol25 structures with the same formula, charge and spin: 5.8 kcal/mol

=====

Formula: CH3PS
Source: the OMol25 dataset
Level of theory: ωB97M-V/def2-TZVPD

Structure (XYZ):
```
6
Properties=species:S:1:pos:R:3:mulliken_charge:R:1
C 0.70 -0.27 -0.18 -0.128
P -0.87 0.67 -0.07 0.027
S 2.21 0.00 0.03 -0.178
H -0.07 -1.46 -1.23 0.125
H -0.37 1.50 0.96 0.056
H -1.61 -0.44 0.49 0.099
```

Values from the calculation:
* orbital gap: 7.914 eV
* total charge: 0
* LUMO: -0.0226 Ha
* multiplicity: 1
* energy above the lowest of the compared OMol25 structures with the same formula, charge and spin: 79.6 kcal/mol

=====

Formula: C4H7N3O3
Source: the OMol25 dataset
Level of theory: ωB97M-V/def2-TZVPD

Structure (XYZ):
```
17
Properties=species:S:1:pos:R:3:mulliken_charge:R:1
O -0.98 -2.30 -0.53 -0.554
C -0.79 -1.15 -0.21 0.763
C -0.81 -0.69 1.23 -0.484
N -0.86 0.74 1.43 -0.483
C 0.19 1.43 1.27 0.081
N 1.39 1.03 0.69 -0.188
C 1.63 0.46 -0.54 0.385
O 2.70 0.61 -1.11 -0.618
N 0.62 -0.31 -1.09 -0.590
H -1.70 -1.15 1.69 0.365
H 0.09 -1.13 1.71 0.301
H 0.14 2.51 1.46 0.350
H 2.24 1.40 1.11 0.237
H 0.95 -0.93 -1.82 0.245
H -2.24 -0.69 -2.09 0.328
O -1.90 -0.07 -1.44 -0.720
H -0.68 0.26 -1.75 0.581
```

Values from the calculation:
* orbital gap: 10.488 eV
* total charge: 0
* LUMO: 0.0176 Ha
* multiplicity: 1
* energy above the lowest of the compared OMol25 structures with the same formula, charge and spin: 70.3 kcal/mol

=====

Formula: C4H8O2
Source: the OMol25 dataset
Level of theory: ωB97M-V/def2-TZVPD

Structure (XYZ):
```
14
Properties=species:S:1:pos:R:3:mulliken_charge:R:1
C -0.38 1.52 -1.90 -0.667
O 0.01 0.97 -0.61 -0.294
C 0.77 -0.16 -0.62 -0.548
C 0.51 -1.03 0.65 0.059
C -0.01 -0.48 1.90 -0.290
O -0.89 -1.12 1.00 -0.400
H 0.56 1.66 -2.58 0.265
H -1.13 0.96 -2.52 0.295
H -0.84 2.55 -1.67 0.218
H 1.80 0.08 -0.70 0.335
H 0.37 -0.81 -1.34 0.343
H 0.95 -2.11 0.63 0.280
H -0.19 0.65 1.89 0.154
H 0.22 -0.86 2.94 0.250
```

Values from the calculation:
* orbital gap: 11.100 eV
* SMILES string: COC[C@H]1CO1
* total charge: 0
* LUMO: 0.0395 Ha
* multiplicity: 1
* energy above the lowest of the compared OMol25 structures with the same formula, charge and spin: 79.5 kcal/mol

=====

Formula: C41H48N2O8
Source: the OMol25 dataset
Level of theory: ωB97M-V/def2-TZVPD

Structure (XYZ):
```
99
Properties=species:S:1:pos:R:3:mulliken_charge:R:1
C -5.98 -4.24 -0.86 -0.901
O -4.58 -4.32 -0.79 -0.509
C -3.91 -3.29 -0.17 0.542
C -4.51 -2.20 0.42 -0.120
C -3.77 -1.17 1.00 -0.178
C -2.38 -1.25 0.97 -0.158
C -1.76 -2.38 0.43 -1.018
C -2.51 -3.39 -0.14 0.923
O -1.98 -4.52 -0.70 -0.500
C -0.58 -4.66 -0.71 -0.860
H -0.17 -4.71 0.31 0.334
H -0.09 -3.85 -1.26 0.307
H -0.38 -5.61 -1.21 0.254
H -0.69 -2.46 0.48 0.672
O -1.67 -0.22 1.54 -0.158
C -0.32 -0.10 1.28 0.068
C 0.17 -0.22 -0.02 -0.478
C 1.52 -0.21 -0.30 0.156
C 2.44 -0.06 0.75 1.482
C 1.95 0.20 2.02 -0.920
C 0.58 0.19 2.31 0.094
O 0.29 0.45 3.62 -0.545
C -1.05 0.67 4.01 -0.307
H -0.98 1.09 5.02 0.342
H -1.54 1.39 3.35 -0.101
H -1.62 -0.25 4.03 0.243
H 2.62 0.40 2.84 0.702
C 3.86 -0.23 0.44 1.045
C 4.77 -0.73 1.39 0.026
C 6.12 -0.91 1.02 0.930
C 6.52 -0.63 -0.27 -0.520
C 5.61 -0.17 -1.22 -0.051
C 4.30 0.05 -0.86 -1.168
C 3.27 0.56 -1.85 0.042
N 3.76 0.58 -3.22 -0.072
C 2.89 1.33 -4.10 -1.014
H 2.79 2.39 -3.81 0.292
H 1.90 0.88 -4.12 0.259
H 3.29 1.28 -5.11 0.435
C 5.12 1.09 -3.28 -0.725
C 6.06 0.10 -2.63 -1.239
H 7.08 0.47 -2.64 0.462
H 6.03 -0.84 -3.19 0.316
H 5.39 1.22 -4.33 0.514
H 5.20 2.08 -2.78 0.302
C 2.04 -0.34 -1.70 -1.289
H 1.25 -0.08 -2.41 0.271
H 2.34 -1.37 -1.90 0.267
H 2.99 1.59 -1.53 0.023
H 7.54 -0.77 -0.57 0.530
O 6.98 -1.34 2.00 -0.417
C 8.33 -1.55 1.67 -0.985
H 8.81 -1.89 2.58 0.247
H 8.81 -0.62 1.34 0.356
H 8.44 -2.31 0.89 0.376
O 4.30 -1.03 2.63 -0.475
C 4.75 -2.20 3.29 -0.895
H 4.88 -3.03 2.59 0.332
H 3.98 -2.45 4.01 0.309
H 5.70 -2.02 3.81 0.256
H -0.54 -0.36 -0.82 0.576
C -4.49 -0.02 1.63 -1.322
H -3.88 0.42 2.42 0.400
H -5.43 -0.38 2.06 0.703
C -4.82 1.09 0.59 -0.200
N -5.52 0.48 -0.53 0.714
C -6.95 0.56 -0.41 -1.337
H -7.41 -0.05 -1.19 0.351
H -7.33 1.59 -0.51 0.353
H -7.26 0.17 0.56 0.379
C -5.06 0.88 -1.84 -1.416
C -3.55 0.67 -1.94 -0.780
C -2.89 1.58 -0.95 0.217
C -3.55 1.81 0.24 -1.428
C -3.01 2.71 1.16 -0.417
C -1.81 3.35 0.91 0.696
C -1.14 3.10 -0.30 0.975
C -1.69 2.23 -1.22 -0.224
H -1.20 2.04 -2.16 0.441
O 0.03 3.79 -0.48 -0.511
C 0.73 3.59 -1.67 -0.522
H 1.64 4.20 -1.58 0.337
H 0.16 3.93 -2.54 0.381
H 1.01 2.54 -1.80 -0.010
O -1.21 4.25 1.74 -0.502
C -1.87 4.61 2.93 -0.871
H -2.86 5.05 2.72 0.364
H -1.24 5.36 3.40 0.280
H -1.99 3.76 3.60 0.224
H -3.55 2.90 2.08 0.573
H -3.20 0.88 -2.96 0.626
H -3.33 -0.38 -1.71 -0.056
H -5.58 0.26 -2.58 0.567
H -5.29 1.94 -2.06 0.337
H -5.49 1.82 1.09 0.680
H -5.58 -2.11 0.44 0.402
H -6.44 -4.26 0.13 0.329
H -6.30 -3.33 -1.39 0.330
H -6.29 -5.12 -1.42 0.248
```

Values from the calculation:
* orbital gap: 7.945 eV
* total charge: 0
* LUMO: 0.0264 Ha
* multiplicity: 1

=====

Formula: CHNOS2
Source: the OMol25 dataset
Level of theory: ωB97M-V/def2-TZVPD

Structure (XYZ):
```
6
Properties=species:S:1:pos:R:3:mulliken_charge:R:1
C -2.80 -0.26 -0.03 0.674
N -1.61 -0.10 0.21 -0.302
O -3.97 -0.32 -0.19 -0.418
S -0.10 -0.73 0.57 0.113
S 0.38 -2.44 -0.19 -0.281
H 0.89 0.14 -0.13 0.215
```

Values from the calculation:
* orbital gap: 8.735 eV
* total charge: 0
* LUMO: -0.0041 Ha
* multiplicity: 1
* energy above the lowest of the compared OMol25 structures with the same formula, charge and spin: 12.9 kcal/mol

=====

Formula: C27H27BaOP
Source: the OMol25 dataset
Level of theory: ωB97M-V/def2-TZVPD

Structure (XYZ):
```
57
Properties=species:S:1:pos:R:3:mulliken_charge:R:1
C 0.63 -1.30 -4.14 -1.030
C -0.15 2.12 -4.23 -0.173
C -0.82 -1.21 -4.00 -0.126
H 0.89 -1.96 -4.99 0.255
C -1.42 1.97 -3.83 -0.489
H 0.41 2.99 -3.84 0.306
H -1.31 -1.87 -3.27 0.527
H -1.86 2.73 -3.16 0.322
C -1.69 -0.42 -4.84 -1.340
H -2.55 -1.07 -5.11 0.416
H -1.26 -0.12 -5.81 0.418
C 1.40 0.03 -4.32 0.055
H 2.32 -0.20 -4.87 0.359
H 1.77 0.41 -3.35 -0.164
C 0.71 1.20 -5.07 -0.956
H 0.21 0.88 -5.99 0.383
H 1.53 1.85 -5.41 0.395
C -2.34 0.80 -4.10 -0.341
H -3.22 1.15 -4.67 0.380
H -2.74 0.43 -3.14 0.084
Ba 0.69 -1.10 -0.79 1.473
H 1.06 -1.88 -3.28 0.086
O -2.54 -0.53 -0.39 -0.490
C -1.82 0.15 0.27 0.504
C -1.65 0.98 1.38 0.251
C -2.67 1.94 1.62 -0.991
C -2.32 3.23 1.98 -0.297
C -0.97 3.53 2.20 -0.895
C -0.02 2.52 2.31 -0.297
C -0.30 1.21 1.92 0.116
P 1.10 0.01 1.96 -0.003
C 1.74 0.21 3.65 0.187
C 3.11 0.22 3.97 -0.305
C 3.52 0.26 5.30 -0.532
C 2.56 0.32 6.31 -0.392
C 1.19 0.35 6.01 -0.724
C 0.79 0.30 4.68 -0.175
C 0.69 -1.83 1.90 -0.470
C -0.63 -2.22 2.15 0.399
C -1.16 -3.32 1.48 -0.740
C -0.37 -3.99 0.53 -0.052
C 1.01 -3.71 0.42 -0.941
C 1.57 -2.73 1.24 -0.076
H -3.72 1.65 1.51 0.410
H -3.08 4.00 2.07 0.405
H -0.68 4.58 2.34 0.388
H 0.97 2.74 2.73 0.352
H 3.85 0.20 3.17 0.336
H 4.58 0.23 5.55 0.394
H 2.87 0.35 7.35 0.375
H 0.43 0.39 6.80 0.409
H -0.27 0.34 4.43 0.236
H -1.26 -1.63 2.84 0.355
H -2.21 -3.58 1.63 0.370
H -0.85 -4.76 -0.07 0.397
H 1.61 -4.24 -0.33 0.388
H 2.69 -2.62 1.31 0.267
```

Values from the calculation:
* orbital gap (spin up / spin down): 3.220 / 3.416 eV
* total charge: 0
* LUMO (spin up / spin down): -0.0416 / -0.0392 Ha
* multiplicity: 1

=====

Formula: C5H12S2
Source: the OMol25 dataset
Level of theory: ωB97M-V/def2-TZVPD

Structure (XYZ):
```
19
Properties=species:S:1:pos:R:3:lowdin_spin:R:1
C 1.01 1.09 2.44 0.022
C -0.37 1.69 2.11 0.006
C 1.37 -0.17 1.61 0.034
S 1.19 0.06 -0.17 0.425
S -0.55 -0.80 -0.51 0.440
C -0.77 -0.41 -2.25 0.039
C -2.23 -0.57 -2.67 0.004
H 0.95 0.70 3.46 0.002
H 1.78 1.83 2.27 0.000
H -0.98 0.92 1.63 0.002
H -0.31 2.52 1.41 0.002
H -0.89 2.01 3.00 0.000
H 2.42 -0.37 1.76 0.006
H 0.83 -1.05 1.94 0.000
H -0.37 0.59 -2.43 0.005
H -0.12 -1.04 -2.87 0.010
H -2.93 -0.24 -1.91 0.001
H -2.45 -1.63 -2.78 0.000
H -2.38 -0.05 -3.61 0.000
```

Values from the calculation:
* orbital gap (spin up / spin down): 10.057 / 8.408 eV
* total charge: +1
* LUMO (spin up / spin down): -0.1461 / -0.2641 Ha
* multiplicity: 2
* energy above the lowest of the compared OMol25 structures with the same formula, charge and spin: 0.0 kcal/mol

=====

Formula: C4H8O2
Source: the OMol25 dataset
Level of theory: ωB97M-V/def2-TZVPD

Structure (XYZ):
```
14
Properties=species:S:1:pos:R:3:mulliken_charge:R:1
O -0.36 -1.90 -0.89 -0.500
C -1.49 -1.18 -0.98 0.222
C -1.73 -0.12 0.10 -0.396
O -1.37 0.21 -1.21 -0.357
H 0.32 -1.19 -0.66 0.238
H -2.29 -1.72 -1.46 0.382
H -2.72 0.25 0.34 0.259
H -0.94 -0.06 0.79 0.123
C 1.39 0.71 1.27 -0.594
C 1.44 1.55 0.32 -0.295
H 1.35 -0.33 0.89 0.235
H 1.32 1.08 2.24 0.283
H 1.42 2.67 0.35 0.221
H 1.44 1.24 -0.74 0.180
```

Values from the calculation:
* orbital gap: 10.828 eV
* SMILES string: O[C@H]1CO1.C=C
* total charge: 0
* LUMO: 0.0384 Ha
* multiplicity: 1
* energy above the lowest of the compared OMol25 structures with the same formula, charge and spin: 86.4 kcal/mol

=====

Across the entries above, DFT total energy takes the values -5372.8963, -1415.3181, -779.2875, -546.5309, -307.5857, -2302.4871, -965.0126, -1486.8370, -993.7911, -307.5748 Eh, respectively.